DFT (ωB97M-V/def2-TZVPD) results for a structure of composition C48H53ClMgN2O2P2S3Si2Te.

**Frontier orbital gap**: 0.2070 Ha
**E_HOMO**: -2.179 eV
**Net charge**: -2

Structure (XYZ):
```
115
Properties=species:S:1:pos:R:3:forces:R:3:mulliken_charge:R:1
Te 3.17407 -0.06704 -1.95565 0.0 0.0 0.0 0.338
Cl -0.03188 -0.49705 -2.47526 -0.1 0.0 0.0 -0.493
S -3.24101 -1.93551 -0.34122 0.0 0.0 0.0 -0.519
S -1.47760 3.15969 1.36528 0.0 0.0 0.0 -0.641
S -4.20151 2.56763 -2.58787 0.1 0.0 -0.1 1.087
P -1.58851 1.31539 2.12117 0.2 0.0 0.0 2.393
P -1.75104 -1.48271 0.90299 0.1 0.1 0.1 1.920
Si 3.02869 -2.14295 -4.59650 0.0 0.0 0.0 0.158
Si 5.98220 -0.62002 -0.06510 0.0 0.0 0.0 0.236
Mg -1.36660 0.96967 -1.08793 0.4 0.0 0.2 0.171
O -4.42205 4.00005 -2.65984 0.0 0.1 0.0 -0.703
O -4.83122 1.80471 -3.64863 0.0 0.0 0.0 -0.756
N -0.04906 2.55829 -1.68156 0.0 0.1 0.0 0.275
N -2.63154 2.21972 -2.41264 0.1 0.1 -0.1 0.297
C 1.46597 1.31348 5.63181 0.0 0.0 0.0 -0.637
C -3.24657 1.16917 2.93262 0.0 0.0 0.0 -0.462
C -3.53846 0.42956 4.00616 -0.1 0.0 0.1 -0.225
C 1.79174 -4.33499 0.02957 0.0 0.0 0.0 -0.114
C -4.93214 0.26007 4.45887 0.0 0.0 0.0 -0.707
C -3.69003 -3.04540 4.20847 0.0 0.0 0.0 -0.783
C 5.35101 -0.12080 -1.74951 -0.1 0.0 0.0 -0.708
C 4.73486 -1.66072 -5.23357 0.1 0.0 0.0 -1.074
C -6.87758 2.34956 0.41675 0.0 0.0 0.0 -1.339
C -4.37998 1.77547 2.16617 -0.1 -0.1 0.0 -1.300
C 4.96848 0.08567 1.34158 0.0 0.1 0.0 -0.471
C -5.81132 1.84944 2.76774 0.0 0.0 0.0 0.269
C -2.12481 3.40440 -4.53881 0.0 -0.1 0.2 -0.540
C -4.94216 0.85118 1.05844 0.0 0.2 0.0 0.693
C -1.18226 0.12017 0.98771 -0.6 0.2 -0.4 -0.791
C 1.14609 2.77456 -1.19938 -0.1 0.0 0.0 -0.877
C 1.77284 4.06063 -3.10663 0.0 0.0 0.0 -0.807
C 2.72027 -3.92897 -5.10598 0.0 -0.1 0.0 -1.100
C -0.33935 -2.58867 0.48919 -0.1 -0.1 0.0 -0.027
C 2.99223 -2.05696 -2.73127 0.0 -0.1 0.1 -0.185
C -1.46469 -2.44308 4.88889 0.0 0.0 -0.1 -0.751
C -0.74623 1.83218 4.82334 0.0 0.0 0.0 -0.291
C 1.75681 -1.04311 -5.39544 -0.1 0.0 -0.1 -0.822
C 0.49124 -4.72804 -0.26556 0.0 0.1 0.0 -0.765
C -4.35595 1.20845 -0.24373 0.0 0.2 0.2 0.226
C -2.72637 -2.94107 5.20254 0.0 0.0 0.0 -0.433
C 7.75379 -0.00315 0.14230 0.1 0.0 0.0 -1.107
C -6.37031 1.32771 1.40050 0.1 0.0 0.0 0.208
C 0.19364 1.83023 5.84715 0.0 0.0 0.0 -0.657
C 2.02244 -3.06239 0.52980 -0.2 -0.1 0.0 -1.025
C -5.97437 0.89039 3.90898 0.0 0.0 0.0 -1.370
C 0.96322 -2.19425 0.75097 0.0 0.1 0.0 0.461
C -1.78613 2.89288 -3.29223 -0.1 0.0 0.0 -0.263
C -0.56662 -3.85770 -0.03910 0.0 0.0 0.1 -0.757
C 1.79595 0.80996 4.37921 0.0 0.0 0.0 -0.419
C 6.01720 -2.49726 0.05669 0.1 -0.1 -0.1 -0.795
C 0.07364 4.37156 -4.89675 0.1 0.0 0.0 -0.976
C -1.18064 -2.04530 3.58998 0.0 -0.1 0.0 -0.386
C -0.42385 3.10183 -2.86810 0.0 0.0 0.0 0.238
C -6.26067 2.62197 -0.73712 0.0 0.1 0.0 -0.895
C -4.95085 2.03586 -1.08276 0.0 0.0 0.0 1.352
C -2.14756 -2.13759 2.58702 0.1 0.0 0.0 0.271
C 0.48331 3.85457 -3.64655 0.0 0.0 0.1 1.178
C -0.43573 1.30452 3.57220 0.0 -0.1 0.0 0.267
C -1.20371 4.12928 -5.31655 -0.1 0.0 0.0 -0.794
C 2.10186 3.54590 -1.88570 0.0 0.0 0.0 -0.728
C -3.39916 -2.64950 2.90567 0.0 0.0 0.0 -0.334
C 0.84875 0.80822 3.36381 0.0 0.1 0.0 0.121
H 1.36650 2.31965 -0.23949 0.0 0.0 0.0 0.592
H 2.62213 -5.00865 -0.15515 0.0 0.0 0.0 0.407
H -2.76734 -0.09901 4.55591 -0.1 0.0 0.0 0.723
H 1.92575 0.00438 -5.12877 0.0 -0.1 0.0 0.218
H -0.06819 2.23624 6.81820 0.0 0.0 0.0 0.377
H -4.67753 -3.42761 4.44738 0.0 0.0 0.0 0.400
H 3.02660 -2.72938 0.72665 0.2 0.1 0.0 0.158
H -4.08631 2.72920 1.73403 0.0 0.1 0.0 0.731
H 5.33076 -0.28939 2.30451 0.0 0.0 0.0 0.341
H -6.97692 0.72698 4.30240 0.1 0.0 0.0 0.311
H 5.71656 0.86400 -2.05407 0.0 0.0 0.1 0.503
H 3.91658 -0.19063 1.23444 0.0 0.0 0.0 -0.260
H -3.12332 3.25055 -4.91879 0.0 0.0 0.0 0.507
H 1.70358 -4.22737 -4.82854 0.1 0.0 0.0 0.306
H 5.52276 -2.28747 -4.79817 -0.1 0.1 0.0 0.290
H -3.31800 0.95649 -0.30349 -0.1 -0.4 -0.2 -1.845
H 0.74979 -1.29823 -5.05398 0.1 0.0 0.0 0.230
H 8.41446 -0.42232 -0.62587 -0.1 0.0 0.1 0.282
H 3.41825 -4.61006 -4.60694 0.0 0.0 0.0 0.297
H 2.79034 0.41638 4.18985 -0.1 0.0 0.0 0.448
H -0.20393 -1.63716 3.35527 0.0 0.0 0.0 0.316
H 5.02498 1.17988 1.36446 0.0 -0.1 0.0 0.395
H 3.08254 3.69613 -1.45257 0.0 0.0 0.0 0.507
H 1.13557 -1.18143 1.09094 0.0 0.0 0.0 -0.167
H 6.76039 -2.82903 0.79040 -0.1 0.0 0.0 0.382
H 2.49232 4.63726 -3.68016 0.0 0.0 0.0 0.357
H 3.77944 -2.66052 -2.26730 -0.1 0.0 0.0 0.345
H -5.10035 -0.42412 5.28587 0.0 0.0 0.0 0.431
H 4.78302 -1.76971 -6.32331 0.0 0.0 0.1 0.333
H 7.79354 1.08923 0.05839 0.0 -0.1 0.0 0.283
H -1.73030 2.25096 4.99475 0.0 0.0 0.0 0.380
H 6.27674 -2.94388 -0.91048 0.0 0.0 0.1 0.265
H 4.95249 -0.61518 -4.99038 0.0 -0.1 0.0 0.306
H 0.77369 4.94273 -5.49733 0.0 0.0 0.0 0.343
H 5.71341 -0.83204 -2.49467 0.0 0.0 -0.1 0.091
H -6.68019 3.34521 -1.42957 0.0 -0.1 0.1 0.406
H 2.83032 -4.06152 -6.18807 0.0 0.0 0.1 0.306
H 8.15765 -0.28052 1.12382 0.0 0.0 -0.1 0.275
H -6.15967 2.84961 3.04918 0.0 0.0 0.0 0.567
H 0.30339 -5.71001 -0.68517 0.0 0.0 0.0 0.361
H -1.58275 -4.14115 -0.28577 0.0 0.0 0.0 0.370
H 2.19643 1.30879 6.43404 0.0 0.0 0.0 0.369
H 5.05103 -2.90107 0.35800 0.0 0.0 0.0 0.243
H 2.03127 -2.39932 -2.33504 0.1 0.0 -0.1 -0.101
H -2.95575 -3.24459 6.21970 0.0 0.0 -0.1 0.350
H -4.77005 -0.19538 1.28714 0.0 -0.1 0.0 -0.125
H -1.53270 4.50868 -6.27796 0.0 0.0 0.0 0.360
H 1.80271 -1.13941 -6.48688 0.0 0.0 0.1 0.391
H 1.08556 0.42407 2.37869 0.0 0.0 0.0 -0.332
H -0.70597 -2.35256 5.65825 0.0 0.0 0.0 0.414
H -4.14243 -2.71893 2.11808 0.0 0.0 0.0 0.383
H -7.11014 0.52595 1.50902 0.0 0.0 0.0 0.551
H -7.81952 2.84552 0.64197 0.0 0.0 0.0 0.299
```
Forces are in eV/Å.



DFT (ωB97M-V/def2-TZVPD) results for a structure of composition C48H54BN15O3S6Ti.

**Frontier orbital gap**: 0.2532 Ha
**E_HOMO**: -7.142 eV

Structure (XYZ):
```
128
Properties=species:S:1:pos:R:3:forces:R:3:mulliken_charge:R:1
Ti 0.27575 -1.10575 0.21647 0.9 -0.1 0.7 0.435
S 2.46018 -4.79802 -1.01700 0.5 0.3 0.2 0.042
S 0.05368 -3.23215 -2.65572 -0.9 -0.5 -0.5 1.029
S -0.34318 0.01608 -2.48467 0.7 0.3 0.0 0.473
S -0.45010 2.49839 -2.95707 -0.1 0.2 -0.6 -0.277
S 2.71129 -0.11500 0.07280 0.1 -0.5 0.1 -0.063
S -0.26503 1.70603 1.31989 -0.2 0.1 0.1 0.486
O -1.04118 -2.35745 -3.02168 0.4 0.1 0.3 -0.869
O 1.18335 -3.33898 -3.53284 0.5 0.2 0.2 -0.646
O 1.01102 -0.35012 -2.88111 -0.4 0.3 -0.6 -0.302
N -1.36307 -2.12933 0.76579 -0.1 0.4 -0.2 -0.077
N 0.49250 -2.82592 -1.14084 -0.4 0.5 -0.5 1.169
N 1.53690 2.93070 3.02110 0.1 -0.2 -0.4 1.221
N 1.91815 -2.91452 0.62974 -0.6 0.1 -0.6 0.904
N -3.15898 -1.56091 -0.79916 0.5 -0.6 0.4 -0.309
N -3.45708 0.16906 0.76701 0.2 -0.3 -0.2 -0.283
N -1.10299 4.84474 -1.64738 0.2 -0.1 0.2 0.806
N 3.77000 0.43703 -2.43099 -0.5 0.2 0.1 0.770
N -0.44326 -0.01582 -0.94831 -0.5 -0.3 -0.5 -0.509
N -0.33639 -3.53635 2.40215 -0.2 -0.3 -0.4 -0.465
N 2.45361 1.99347 -1.60271 0.0 -0.2 -0.3 0.693
N -2.33222 -8.57819 -3.67361 -0.2 -0.1 0.1 -0.594
N 2.16083 2.82562 0.90087 0.0 0.1 0.3 0.843
N 0.66399 3.80019 -0.84713 -0.3 0.3 -0.4 0.661
N 0.72727 -1.38703 2.42841 0.0 -0.2 0.2 1.128
C 0.85323 -2.88441 4.30777 0.0 0.1 0.0 -0.625
C -2.14018 -6.21286 -4.11237 0.0 -0.1 0.0 -0.652
C 2.98254 0.77274 -1.37257 0.0 0.5 0.2 -0.128
C -0.70233 -4.84972 -2.75008 0.1 0.1 0.2 0.639
C -0.32926 4.29719 3.76538 0.1 -0.1 0.0 -1.498
C -0.13095 1.95039 4.64106 0.1 0.0 -0.2 -1.379
C 2.95271 -3.62464 1.17584 0.2 0.2 0.2 -1.158
C 2.80810 3.47708 2.91471 0.1 0.1 0.1 -0.645
C 0.38801 -2.55784 3.02014 0.1 0.2 0.2 -0.059
C 1.16025 2.50593 1.76122 -0.2 0.0 0.3 -1.564
C -2.39056 -2.36856 -0.17100 -1.1 0.9 -0.4 -0.149
C 0.43265 4.91604 -0.07094 0.0 0.1 0.0 -1.369
C -2.59114 4.60275 -3.66556 0.1 -0.1 0.2 -2.029
C -3.56272 -5.93710 -0.75508 -0.1 0.0 0.0 -0.629
C -0.33112 -5.96792 -2.02379 -0.1 0.0 -0.1 0.055
C -1.06529 -3.32367 1.35632 -0.1 -0.3 1.1 0.164
C -3.41523 -0.22399 -0.51136 -0.3 0.1 0.3 0.069
C -3.98218 1.35436 1.04584 0.1 0.1 0.0 -0.446
C 1.59373 -0.59909 3.07760 0.1 0.3 0.2 -0.450
C 1.53246 -3.39906 -0.51256 1.0 -1.4 -0.3 -0.803
C -0.28814 3.74863 -1.80613 0.2 -0.1 0.4 0.235
C -1.88291 -5.76766 0.97979 0.0 0.0 0.2 0.052
C -2.62966 -3.82015 -0.24742 0.4 -0.4 0.3 0.628
C 1.70408 -2.03658 4.97251 0.0 0.0 -0.1 -0.745
C 3.62096 1.42301 -3.38620 0.0 0.2 -0.1 -0.595
C -0.85800 -7.20591 -2.34070 -0.1 -0.1 -0.1 -1.047
C -1.83371 -4.40916 0.72897 -0.3 0.1 -0.5 0.078
C 5.85965 -0.41451 -1.51867 -0.1 0.1 -0.1 -1.776
C 4.09178 -2.01786 -2.28182 -0.1 0.1 0.1 -1.555
C 3.18405 3.39670 1.62820 0.2 0.1 0.0 -1.614
C -3.31910 5.90171 -1.66290 0.1 -0.1 0.0 -1.583
C 3.38624 -4.66890 0.44370 -0.1 -0.1 -0.2 -0.663
C 0.64529 3.19057 4.19046 -0.3 0.1 0.1 1.411
C -4.50920 2.20881 0.09161 0.0 0.0 0.1 -0.637
C 5.33189 -0.70063 -3.95653 -0.1 0.1 0.0 -2.364
C -1.60662 -4.98080 -3.80008 0.0 0.1 0.0 -1.263
C 4.74989 -0.67123 -2.54508 0.3 -0.3 0.2 1.729
C -1.76779 -7.34984 -3.38885 0.1 0.2 0.1 0.915
C -0.63972 5.55690 -0.55314 0.0 0.0 0.1 -0.891
C -1.46498 6.74726 -3.12500 0.0 -0.1 0.0 -1.720
C -3.51333 -4.57207 -0.99871 -0.1 0.1 0.0 0.046
C 2.10898 -0.87312 4.32502 0.0 0.0 0.0 -1.174
C -2.76123 -6.52652 0.22066 0.1 0.0 0.1 -0.787
C 1.49069 3.67091 5.37049 0.0 0.0 -0.2 -2.216
C -4.44869 1.80691 -1.23372 0.1 0.0 -0.2 -0.321
C 2.81843 2.37127 -2.87860 0.1 0.0 0.0 -1.600
C -3.88903 0.58693 -1.54984 0.2 0.0 0.0 -0.415
C -2.11775 5.49395 -2.52405 -0.1 0.2 -0.3 1.363
B 2.05517 3.12285 -0.61877 -0.1 -0.3 0.1 0.110
H -2.82433 -7.59459 0.38698 0.0 0.0 0.0 0.456
H -3.81761 0.22801 -2.56759 -0.1 0.0 0.0 0.460
H 1.90333 0.29524 2.55840 -0.1 0.0 0.0 0.183
H -2.18297 7.26961 -3.75765 0.0 0.0 0.0 0.468
H 0.37139 -5.89319 -1.21093 -0.2 -0.1 0.0 -0.026
H -0.85802 2.24750 5.39822 0.1 0.0 0.0 0.615
H -1.13023 7.43410 -2.34800 0.0 0.0 0.0 0.377
H -0.97560 4.56665 4.60112 0.0 0.0 0.0 0.546
H 4.77504 -2.82056 -2.56250 0.0 0.0 0.0 0.501
H 2.07113 -2.28156 5.96079 0.0 0.0 0.0 0.435
H 3.85842 -2.11625 -1.22696 -0.1 -0.1 0.1 0.239
H 2.47508 3.29172 -3.31079 0.0 0.0 0.0 0.754
H 4.54082 -0.84836 -4.69305 0.0 0.0 0.0 0.452
H 4.09886 3.70955 1.15864 0.0 0.0 0.0 0.674
H -3.07043 6.70070 -0.96524 0.0 0.0 0.0 0.398
H 2.29910 2.96889 5.58114 0.0 0.0 0.1 0.422
H -2.98420 3.66075 -3.29504 -0.1 -0.1 0.0 0.286
H 1.07305 5.16551 0.75674 0.0 0.0 0.0 0.723
H -4.13837 -4.10068 -1.74492 0.0 0.0 0.0 0.524
H -0.93951 3.94753 2.93234 -0.1 0.0 0.0 0.205
H -1.26386 -6.20860 1.75006 0.0 0.0 0.0 0.522
H 6.01485 -1.54564 -4.02326 0.0 0.0 0.0 0.459
H -0.65877 1.50276 3.80702 -0.1 -0.1 0.0 0.195
H -1.77233 4.37342 -4.34096 0.0 0.0 -0.1 0.546
H 0.85204 3.72729 6.25034 0.0 0.0 0.0 0.441
H 6.38315 0.51844 -1.73748 0.0 0.0 0.0 0.413
H 0.53281 -3.82830 4.72252 0.0 0.0 0.0 0.612
H 2.81848 -0.19468 4.77760 0.0 0.1 0.0 0.592
H -4.96893 3.14368 0.38369 0.0 0.0 0.0 0.454
H 1.90755 4.66266 5.19052 0.0 0.0 0.1 0.482
H 6.57672 -1.23606 -1.53809 0.0 0.0 0.0 0.463
H 3.33927 3.88965 3.75035 0.0 -0.1 0.0 0.613
H -2.85130 -6.30804 -4.92426 0.0 0.0 0.0 0.349
H 4.16627 -5.37659 0.66439 0.0 0.0 0.0 0.572
H -1.87598 -4.10004 -4.36682 -0.1 -0.1 0.0 0.463
H -1.10519 6.46258 -0.21523 0.0 0.0 0.0 0.632
H -3.37113 5.12924 -4.21654 0.0 0.1 0.0 0.534
H -0.56495 -8.07491 -1.76375 0.0 0.0 0.0 0.346
H 3.18246 -2.11195 -2.86803 -0.2 -0.1 0.0 0.467
H -3.69492 5.05036 -1.09700 0.0 -0.1 0.0 0.252
H 4.08765 1.37986 -4.35032 0.0 0.0 0.0 0.557
H -4.11439 6.26888 -2.31058 0.0 0.0 0.0 0.485
H 0.22316 5.18501 3.44873 0.0 0.0 0.0 0.297
H -2.74093 -8.69146 -4.58446 0.0 -0.1 0.0 0.204
H -3.99359 1.62322 2.09658 0.0 0.0 0.0 0.468
H 5.42832 -0.35232 -0.52057 0.0 0.0 0.0 0.260
H -1.87345 -9.39304 -3.30625 0.0 0.0 -0.1 0.205
H 5.89288 0.20456 -4.19334 0.0 0.0 0.0 0.520
H -4.86940 2.42450 -2.01686 0.0 0.1 0.0 0.475
H 0.53961 1.20899 5.07038 0.0 0.0 0.1 0.252
H -4.24161 -6.56187 -1.32156 0.0 0.0 -0.1 0.442
H -0.60366 6.46799 -3.73295 0.0 0.0 0.0 0.330
H 2.87234 3.99196 -0.81389 0.0 0.0 0.0 -0.206
H 3.35519 -3.29820 2.12415 0.0 -0.1 0.0 0.401
```
Forces are in eV/Å.



The evaluated lowest unoccupied orbital energy for the records listed, in turn: 3.45 -0.25 eV.
The evaluated relative energy (zero: lowest compared OMol25 entry of this formula, charge and spin) for the records listed, in turn: 282.64 149.93 kJ/mol.